C6H8O3 | wB97M-V/def2-TZVPD

Each line ends with the Mulliken charge.
Cartesian coordinates (Å):
C1 0.49858 0.06743 -0.22916  1.486
C2 0.81212 1.34555 -0.98002  -1.476
C3 1.46822 -0.27133 0.89511  -1.366
C4 -1.10313 -1.57827 -0.09051  0.840
O1 0.19345 -0.97509 -1.03765  -0.724
O2 -2.04731 -1.67255 -1.03799  -0.456
C5 -1.00037 0.22768 0.58310  -0.721
C6 -1.74249 0.95321 1.21615  -0.119
O3 -0.89695 -2.33272 0.80093  -0.453
H1 -1.70773 -1.21216 -1.82122  0.397
H2 1.64081 0.58600 1.54463  0.340
H3 1.12192 -1.11889 1.47702  0.325
H4 1.71480 1.16633 -1.56997  0.387
H5 0.98568 2.17624 -0.29687  0.350
H6 0.00055 1.59247 -1.66309  0.348
H7 2.40850 -0.56264 0.41549  0.374
H8 -2.34667 1.60871 1.79405  0.468

## Properties
relative energy (zero: lowest compared OMol25 entry of this formula, charge and spin): 99.74 kcal/mol
HOMO energy: -10.15 eV
HOMO-LUMO gap: 9.232 eV
2S+1: 1
electronic energy: -12489.7879 eV
largest force on an atom: 3.7 eV/A